Below is a structure of composition C13H23CrN2O3P, with properties calculated with the ωB97M-V functional and the def2-TZVPD basis.

XYZ file:
```
43
Properties=species:S:1:pos:R:3:forces:R:3:nbo_charge:R:1
C 3.37888 -2.04803 -2.89740 0.1 -0.2 0.1 -0.220
C 3.82001 -1.16725 -1.91686 -0.3 0.3 0.1 -0.220
C 2.90219 -0.53717 -1.06849 0.3 -0.8 -0.6 -0.058
C 1.55109 -0.86382 -1.18453 -1.3 1.2 0.8 -0.361
C 1.09817 -1.69566 -2.21101 0.6 -0.2 -0.2 -0.066
C 2.02237 -2.32140 -3.05204 -0.3 0.3 0.0 -0.222
C 3.40388 0.50404 -0.09995 -0.5 -0.1 0.5 -0.446
C 2.46545 1.72265 0.06952 1.0 0.5 0.0 -0.138
N 2.80129 2.81322 -0.81013 0.6 0.3 0.0 -0.436
Cr 0.07076 0.23228 -0.05239 0.1 -0.4 -0.6 0.908
C -0.39533 -1.81616 -2.45451 -0.3 -0.1 0.1 -0.725
P -1.13418 -0.16897 -2.08979 0.9 -0.2 0.3 0.925
H 4.86979 -0.91020 -1.80322 0.0 -0.2 -0.2 0.202
H 1.65274 -2.96866 -3.84225 0.2 0.0 0.0 0.203
H 4.10143 -2.52375 -3.54655 0.0 0.0 -0.1 0.209
H -0.87961 -2.52671 -1.76678 0.2 0.1 -0.1 0.244
H -0.63111 -2.12857 -3.47632 0.1 -0.1 0.0 0.224
H 3.52083 0.07947 0.91202 0.0 -0.1 -0.3 0.220
H 4.40364 0.83453 -0.40720 -0.3 0.2 0.1 0.228
H 1.37779 1.45010 -0.08702 0.8 0.6 0.2 0.062
C -2.92482 -0.30876 -2.24873 -0.2 0.0 -0.2 -0.951
C -0.59163 0.84806 -3.49176 -0.1 0.2 -0.4 -0.951
H 2.59165 2.12154 1.08620 -0.3 -0.3 -0.2 0.213
C 2.53133 2.60937 -2.21128 -0.3 -0.1 -0.3 -0.415
C 2.35652 4.10894 -0.33494 -0.4 -0.1 0.1 -0.405
H -1.44210 0.30702 1.19826 1.2 -0.6 0.0 0.403
H 2.89010 3.46809 -2.79471 0.0 -0.2 0.2 0.204
H 3.01020 1.69550 -2.58534 -0.1 0.2 0.1 0.217
H 1.44151 2.52720 -2.40881 0.2 0.0 0.0 0.157
H 2.73970 4.91249 -0.97727 0.0 -0.3 0.2 0.203
H 1.25083 4.17867 -0.32966 0.1 0.1 0.0 0.166
H 2.71090 4.26745 0.69242 -0.1 0.0 -0.3 0.201
H -0.99140 0.46056 -4.43543 0.0 0.1 0.1 0.230
H -0.93404 1.88005 -3.35283 0.0 -0.2 -0.1 0.242
H 0.50000 0.86430 -3.56109 -0.2 -0.1 0.1 0.261
H -3.19226 -0.67962 -3.24490 -0.1 0.0 0.2 0.232
H -3.29694 -0.98908 -1.47420 0.0 0.1 -0.2 0.255
H -3.36764 0.68252 -2.08867 0.0 -0.3 -0.1 0.251
H -1.11938 1.32428 0.67434 -0.4 0.5 -0.1 -0.386
O -2.88078 -1.74784 2.57651 2.9 2.7 1.1 -0.313
N -1.96529 -0.94425 2.82514 -0.8 -1.7 -1.9 0.711
O -1.67082 -0.28188 3.76511 -0.5 -1.0 -1.1 -0.261
O -0.97798 -0.70380 1.46648 -2.8 -0.2 2.6 -0.799
```
Forces are in eV/Å.

Results
- Spin multiplicity: 5
- Total charge: 0
- Calculated total energy: -60679.4654 eV

---

Below is a cluster of 2 separate species, C13H23F3N2O6PS in total, with properties calculated with the ωB97M-V functional and the def2-TZVPD basis.

XYZ file:
```
49
Properties=species:S:1:pos:R:3:forces:R:3:nbo_charge:R:1
N -2.80592 3.56671 -1.98171 0.2 -0.2 -0.2 -1.310
P -1.76635 2.55803 -2.57429 -0.9 1.1 0.7 1.348
C -0.58142 1.85119 -1.35848 0.5 -0.4 -0.8 -0.387
N 0.81485 2.25354 -1.69074 -0.9 -0.2 -0.5 -0.638
C 1.63469 1.11721 -1.76452 0.7 0.3 0.0 0.716
O 2.73402 1.10789 -2.28608 -1.1 0.0 0.3 -0.587
C 0.89885 -0.02815 -1.01511 1.1 0.6 -1.1 -0.118
C 1.37829 -1.34668 -1.63615 -0.3 -0.3 0.7 -0.424
C 2.33715 -2.17626 -0.81209 0.3 -0.4 -0.6 -0.058
O 3.49248 -1.44995 -0.43310 -0.2 0.3 0.4 -0.726
C 1.31389 0.27694 0.43582 -0.8 -0.1 0.2 -0.446
C 0.88851 -0.65407 1.57966 0.8 0.3 -0.1 -0.427
C 0.64018 0.12955 2.85980 0.2 0.2 -0.7 -0.671
S 2.14448 0.82237 3.49670 0.5 -0.6 1.3 2.357
O 3.21956 -0.12055 3.36316 0.0 -0.1 -0.7 -0.966
O 1.92969 1.31974 4.81702 -0.3 0.5 0.0 -0.942
O 2.49318 2.11370 2.61489 -0.3 0.2 0.1 -0.890
C -0.51494 0.32767 -1.51849 -0.3 -0.5 0.6 -0.190
C -1.73401 -0.52069 -1.16210 -0.1 0.7 0.3 -0.400
C -2.36716 -0.32781 0.22329 0.4 -0.1 0.2 -0.514
C -3.04852 -1.57183 0.67290 0.5 -0.5 1.0 0.305
F -4.33424 -1.41478 1.09973 -0.3 -0.3 -1.6 -0.320
C -2.56959 -2.83927 0.64922 -0.6 0.3 0.0 0.619
F -3.21959 -3.84847 0.02768 -0.3 -0.2 1.3 -0.329
F -1.46614 -3.29694 1.24220 0.3 0.4 -1.4 -0.297
H -2.74556 4.48237 -2.40030 -0.1 0.2 0.1 0.374
H -2.40224 1.44753 -3.15828 0.4 -0.2 -0.1 -0.077
H -0.96124 3.11668 -3.59566 0.2 -0.5 -0.1 -0.085
H -0.86278 2.23237 -0.38532 -0.2 -0.1 0.3 0.253
H 0.78513 2.76288 -2.56261 0.9 0.4 0.1 0.384
H 1.82483 -1.17741 -2.60702 0.2 0.3 -0.2 0.222
H 0.51259 -1.97823 -1.81564 -0.2 -0.2 0.0 0.208
H 1.84584 -2.62687 0.04160 -0.1 0.2 0.4 0.177
H 2.64281 -3.01408 -1.43703 0.0 -0.2 -0.1 0.161
H 4.26494 -1.88999 -0.77447 0.3 -0.1 -0.1 0.475
H 2.39225 0.38907 0.42123 0.3 -0.2 0.0 0.241
H 0.91252 1.26007 0.67755 -0.3 0.3 -0.1 0.201
H 1.72745 -1.30435 1.79580 0.0 -0.5 -0.1 0.231
H 0.01863 -1.23344 1.31627 -0.4 -0.1 0.2 0.245
H 0.25159 -0.50272 3.64491 -0.3 -0.1 0.3 0.323
H -0.06626 0.93259 2.69274 -0.3 0.1 0.3 0.267
H 2.46315 1.89234 1.67715 0.2 -0.1 -0.2 0.500
H -0.42037 0.17069 -2.60017 0.1 0.0 -0.2 0.195
H -1.52117 -1.56412 -1.34899 0.3 -0.3 0.0 0.212
H -2.49322 -0.25673 -1.89289 -0.2 -0.2 -0.3 0.198
H -3.16261 0.40377 0.14202 -0.2 0.3 0.2 0.242
H -1.67960 0.05524 0.97039 0.0 -0.1 0.5 0.295
O -2.05020 -0.41234 3.18658 0.2 -0.2 -0.2 -1.349
H -2.78840 -1.03441 3.16290 0.1 0.2 0.2 0.402
```
Forces are in eV/Å.

Results
- Total charge: -1
- Calculated total energy: -57391.9615 eV

---

Below is a cluster of 3 separate species, C13H23F3NO4 in total, with properties calculated with the ωB97M-V functional and the def2-TZVPD basis.

XYZ file:
```
44
Properties=species:S:1:pos:R:3:forces:R:3:nbo_charge:R:1
F 2.42517 1.11799 1.31797 0.3 0.5 -0.1 -0.327
C 2.86028 1.76474 0.20846 0.7 0.3 -0.3 0.994
F 3.32879 2.96963 0.56379 -0.3 -0.9 -0.3 -0.288
F 3.86320 1.02004 -0.31456 -0.4 0.5 0.4 -0.311
C 1.71188 1.83050 -0.79555 -1.1 -0.5 0.7 -0.377
C 1.10621 0.45710 -0.76241 0.8 0.3 -0.5 0.311
N -0.05290 0.42351 -0.26009 0.2 -0.4 0.1 -0.378
C -0.56900 1.73815 0.16215 0.2 0.2 -0.3 -0.233
C 0.49624 2.68376 -0.38452 -0.1 0.5 -0.5 -0.434
H 2.01186 2.03914 -1.81063 0.7 0.2 -0.1 0.287
H 1.63643 -0.41140 -1.11428 -0.1 -0.4 0.0 0.253
H -0.53015 -0.46729 -0.17571 -0.4 0.1 0.3 0.458
H -1.52655 1.85106 -0.32260 -0.4 0.3 0.1 0.259
H -0.63531 1.83087 1.23584 -0.3 -0.5 0.3 0.246
H 0.71650 3.49838 0.28670 0.3 0.0 0.4 0.263
H 0.10747 3.16026 -1.27462 -0.1 0.0 -0.3 0.272
O -0.60531 -2.40562 3.05934 -0.2 -0.1 -0.2 -0.584
C 0.52704 -2.21289 3.41041 0.0 0.2 0.1 0.795
O 1.13659 -3.10746 4.18738 0.0 -0.2 0.0 -0.487
C 2.52840 -3.04212 4.52673 0.2 0.1 0.2 -0.070
C 2.77999 -2.14421 5.71906 -0.1 0.1 0.0 -0.638
C 1.23553 -0.93678 3.01597 0.4 -0.2 -0.1 -0.732
H 3.12168 -2.75531 3.65690 0.0 0.0 0.0 0.170
H 2.80184 -4.06616 4.76842 -0.1 -0.1 0.0 0.210
H 2.49877 -1.11036 5.51523 0.1 0.0 0.0 0.202
H 3.83449 -2.16504 5.99195 0.0 0.0 0.0 0.229
H 2.19131 -2.48017 6.57137 0.0 0.0 0.0 0.230
H 0.96163 -0.13930 3.70499 0.0 0.0 0.0 0.252
H 0.89279 -0.67464 2.02293 -0.2 0.1 0.0 0.198
H 2.31913 -1.01676 2.97896 0.0 0.1 0.1 0.226
O -1.72803 2.50235 -3.23505 0.4 0.0 0.4 -0.614
C -2.28116 1.54831 -3.71954 0.0 -0.2 -0.2 0.805
O -3.50399 1.23464 -3.28272 -0.1 0.1 0.1 -0.498
C -4.33298 0.23720 -3.90086 -0.1 -0.3 -0.1 -0.074
C -4.02452 -1.15417 -3.39055 0.2 0.1 0.1 -0.638
C -1.60410 0.67645 -4.75249 -0.2 0.2 -0.3 -0.744
H -4.26756 0.30654 -4.98624 0.1 0.0 0.0 0.185
H -5.34813 0.51537 -3.62943 0.0 0.1 0.1 0.212
H -3.00516 -1.45752 -3.63399 0.0 0.0 -0.1 0.200
H -4.70923 -1.87855 -3.82885 0.0 0.0 0.0 0.237
H -4.13029 -1.18861 -2.30592 -0.1 0.0 0.0 0.217
H -0.96342 -0.04242 -4.24250 0.0 0.0 0.0 0.230
H -0.98644 1.31295 -5.38047 0.1 0.0 0.1 0.256
H -2.28901 0.13786 -5.40094 0.0 -0.1 0.1 0.233
```
Forces are in eV/Å.

Results
- Total charge: +1
- Calculated total energy: -31680.3843 eV

---

Below is a structure of composition C13H23FNPSr, with properties calculated with the ωB97M-V functional and the def2-TZVPD basis.

XYZ file:
```
40
Properties=species:S:1:pos:R:3:forces:R:3:lowdin_charge:R:1
C -2.72267 0.14338 -2.23936 0.0 0.1 0.0 -0.089
C -2.35504 -0.99639 -1.51699 -0.1 -0.4 0.0 -0.059
C -1.54522 -0.89904 -0.37007 -0.7 -0.2 -1.5 -0.345
C -0.98935 0.34284 -0.12879 0.6 -0.4 2.5 -0.323
C -1.39513 1.49764 -0.75760 -0.3 0.1 -0.6 -0.415
C -2.29056 1.41389 -1.83041 0.1 0.3 0.1 -0.060
C -1.28557 -2.13895 0.46247 0.3 -0.5 -0.1 -0.165
C -0.18239 -3.00277 -0.19220 0.4 0.1 -0.1 -0.193
N 1.08683 -2.29914 -0.28510 -0.3 0.6 0.2 -0.292
Sr -2.25306 0.68974 1.93193 1.4 -0.4 0.5 1.534
C -0.84177 2.77830 -0.12216 0.4 0.7 -0.9 -0.339
P 0.52984 2.27027 1.04898 -1.8 0.8 -0.8 0.758
H -2.68331 -1.99816 -1.82139 -0.2 0.4 -0.1 0.111
H -2.62709 2.34217 -2.29878 -0.1 -0.4 -0.2 0.105
H -3.37050 0.05024 -3.10950 0.1 0.0 0.2 0.096
H -1.63206 3.30664 0.46954 0.5 0.0 -0.4 0.073
H -0.45105 3.48187 -0.88012 -0.5 0.0 0.1 0.082
H -0.99189 -1.89649 1.50040 -0.1 -0.1 -0.7 0.063
H -2.19451 -2.76503 0.50154 0.1 0.2 0.0 0.114
H -0.03034 -3.91648 0.40981 -0.2 0.1 -0.3 0.117
C 1.26880 3.82709 1.61650 0.4 1.1 -0.5 -0.311
C 1.75991 1.57066 -0.07003 0.7 0.1 -0.5 -0.256
H -0.50240 -3.28003 -1.21561 0.1 -0.1 0.4 0.115
C 1.58401 -1.96047 -1.59154 -0.2 -0.2 0.0 -0.110
C 2.08272 -2.57611 0.71958 -0.2 -0.1 -0.1 -0.096
H 0.35591 1.15370 2.79209 -0.1 -1.5 0.7 -0.037
H 2.00836 -2.83590 -2.12022 0.0 0.1 -0.1 0.080
H 0.76799 -1.54680 -2.20478 0.3 -0.1 0.2 0.084
H 2.37329 -1.20396 -1.49018 -0.1 -0.1 -0.1 0.073
H 2.64394 -3.50795 0.50433 0.0 0.1 0.1 0.079
H 2.80217 -1.74225 0.75702 -0.2 -0.3 0.1 0.077
H 1.59246 -2.67710 1.69993 0.2 0.1 -0.3 0.090
H 2.15889 2.34373 -0.74138 0.0 -0.1 0.1 0.047
H 2.60349 1.13359 0.49054 -0.3 0.1 -0.1 0.050
H 1.29888 0.79016 -0.68363 0.1 0.1 0.3 0.018
H 1.47757 4.51728 0.78564 0.1 0.1 0.2 0.030
H 0.60207 4.33538 2.33090 0.2 -0.2 -0.2 0.032
H 2.21569 3.62289 2.13837 -0.3 0.0 -0.1 0.040
H 0.13551 0.45820 2.55299 0.8 0.0 1.5 -0.026
F -1.00442 -0.82665 2.95728 -1.4 -0.3 0.7 -0.753
```
Forces are in eV/Å.

Results
- Total charge: 0
- Calculated total energy: -28182.4458 eV

---

Below is a cluster of 2 separate species, C13H23N2O5S3 in total, with properties calculated with the ωB97M-V functional and the def2-TZVPD basis.

XYZ file:
```
46
Properties=species:S:1:pos:R:3:forces:R:3:nbo_charge:R:1
C 3.01970 1.49139 2.99938 -0.5 -0.2 0.0 -0.620
C 2.28119 1.20650 1.69479 0.4 0.3 0.3 0.058
C 2.13290 2.48983 0.91270 0.7 0.2 -0.2 -0.087
O 2.03289 2.23633 -0.49708 -0.7 -0.1 0.3 -0.533
C 1.36226 3.17840 -1.20922 0.8 1.4 -0.6 0.790
O 1.81564 4.27107 -1.46323 -0.6 -1.2 0.5 -0.511
C 0.00783 2.73031 -1.71337 0.2 -0.2 -0.1 -0.641
S -1.30062 3.63347 -0.83359 -0.2 0.3 0.2 0.288
C -2.03616 2.27146 0.09431 0.2 -0.9 -0.4 -0.225
C -3.42904 1.78545 -0.35275 0.0 0.6 0.5 -0.536
S -4.61985 2.48365 0.87544 -0.1 -0.2 -0.5 0.489
C -3.37847 2.65280 1.97996 0.0 0.1 0.1 -0.002
N -2.16662 2.52099 1.52925 -0.2 0.0 0.3 -0.491
O 1.00473 0.65043 2.11242 -0.3 -0.3 -0.5 -0.524
C 0.30539 -0.08239 1.22359 0.4 0.1 -0.9 0.791
O 0.57100 -0.16128 0.03893 -0.3 0.0 1.2 -0.596
C -0.86847 -0.74438 1.91171 0.3 0.2 -0.1 -0.666
S -1.85257 -1.80486 0.85861 -0.4 -0.5 -0.1 0.051
H 2.85926 0.65801 3.68081 0.2 -0.1 0.0 0.234
H 4.08095 1.63214 2.82199 0.0 0.1 0.0 0.236
H 2.59179 2.37244 3.48062 0.2 0.1 0.0 0.211
H 2.83150 0.48360 1.09279 -0.2 -0.1 0.0 0.223
H 1.28929 3.07860 1.28262 -0.1 0.0 -0.1 0.176
H 3.03789 3.07934 1.06939 0.0 0.1 0.1 0.215
H -0.06548 2.97137 -2.76984 -0.1 0.1 0.0 0.271
H -0.12149 1.66105 -1.56797 0.0 0.0 -0.1 0.257
H -1.34845 1.43694 -0.04285 0.0 0.0 0.1 0.263
H -3.52263 0.71097 -0.22370 0.0 -0.1 -0.3 0.260
H -3.64119 2.12964 -1.35801 -0.2 -0.1 0.0 0.279
H -3.59866 2.85491 3.02207 0.2 0.1 0.0 0.274
H -1.35665 2.58467 2.13150 0.1 0.1 0.0 0.451
H -0.46663 -1.38060 2.70024 0.0 0.0 0.1 0.277
H -1.45550 0.02607 2.40874 0.0 0.0 0.1 0.217
H -1.81573 -1.08905 -0.26998 0.2 0.1 0.0 0.120
C -0.26631 -5.53235 -3.16088 -0.1 0.0 0.0 -0.723
C -0.60264 -4.48745 -2.12400 0.1 0.0 -0.1 0.682
O -1.74913 -4.27267 -1.76383 -0.1 0.1 0.0 -0.643
N 0.42509 -3.77080 -1.59487 0.0 -0.1 -0.1 -0.621
C 1.84034 -3.85286 -1.89532 -0.1 0.1 0.1 -0.411
H -1.18999 -6.00457 -3.47794 0.0 0.0 0.0 0.249
H 0.21602 -5.07940 -4.02752 0.1 0.0 0.0 0.228
H 0.39636 -6.29273 -2.74682 0.0 0.0 0.0 0.230
H 0.10890 -3.10547 -0.90878 0.1 0.1 0.1 0.399
H 2.40875 -4.11562 -1.00126 0.0 0.0 0.0 0.197
H 2.20962 -2.89596 -2.26851 0.0 0.0 0.0 0.197
H 2.02302 -4.60937 -2.65051 0.0 0.0 0.0 0.216
```
Forces are in eV/Å.

Results
- Total charge: +1
- Calculated total energy: -59570.9722 eV

---

Q: calculated total energy of number 3 (C13H23F3NO4)?
A: -31680.3843 eV